Run w
C18H17Cl2N3O2 | ωB97M-V/def2-TZVPD

Geometry as XYZ:
```
42
Properties=species:S:1:pos:R:3
C -1.53476 -2.54030 2.46233
C -1.88888 -1.54302 1.41499
C -1.08485 -0.89773 0.52638
N 0.28483 -0.99110 0.40878
H 0.69086 -1.78378 0.88749
C 0.93946 -0.65016 -0.83797
C 2.37540 -0.29250 -0.57848
C 3.41313 -1.05073 -1.09377
C 4.73205 -0.70996 -0.83928
C 5.04142 0.39124 -0.05998
C 4.00256 1.14365 0.45606
C 2.66445 0.82683 0.21500
O 1.65859 1.56256 0.71270
H 2.02862 2.31072 1.20809
Cl 4.35631 2.54015 1.43469
H 6.06630 0.65836 0.13973
Cl 6.00940 -1.66854 -1.49594
H 3.19307 -1.91094 -1.70657
H 0.89103 -1.47020 -1.57002
H 0.40975 0.21556 -1.24522
C -1.92658 -0.00355 -0.26354
O -1.65289 0.72904 -1.20072
N -3.20115 -0.17796 0.24718
C -4.38596 0.24260 -0.36574
C -4.45609 1.51082 -0.93469
C -5.62604 1.92241 -1.54489
C -6.73289 1.09037 -1.57995
C -6.66010 -0.17264 -1.01681
C -5.49154 -0.60368 -0.41756
H -5.42303 -1.59983 -0.00628
H -7.51476 -0.83234 -1.05249
H -7.64659 1.42108 -2.05046
H -5.67521 2.90473 -1.99036
H -3.58978 2.15031 -0.91057
N -3.22393 -1.16638 1.23397
C -4.00951 -0.84125 2.41163
H -3.54702 -0.04541 3.00590
H -4.10422 -1.73611 3.02204
H -5.00117 -0.51811 2.10111
H -2.28616 -3.32660 2.50691
H -1.46438 -2.07455 3.44652
H -0.57231 -2.99314 2.23594
```

Properties
- Kohn-Sham gap (eV) = 8.06
- charge = 0
- HOMO energy (eV) = -7.50

Mulliken charges, unit e, in atom order: number 1, C, carries -1.74; number 2, C, carries -0.04; number 3, C, carries 0.36; number 4, N, carries -0.20; number 5, H, carries 0.26; number 6, C, carries -0.63; number 7, C, carries 0.36; number 8, C, carries -0.94; number 9, C, carries 0.34; number 10, C, carries -0.75; number 11, C, carries 0.67; number 12, C, carries 0.07; number 13, O, carries -0.50; number 14, H, carries 0.30; number 15, Cl, carries -0.29; number 16, H, carries 0.42; number 17, Cl, carries -0.23; number 18, H, carries 0.39; number 19, H, carries 0.46; number 20, H, carries 0.31; number 21, C, carries 0.73; number 22, O, carries -0.76; number 23, N, carries 0.35; number 24, C, carries 0.25; number 25, C, carries -0.33; number 26, C, carries -0.72; number 27, C, carries -0.41; number 28, C, carries -0.68; number 29, C, carries -0.08; number 30, H, carries 0.48; number 31, H, carries 0.37; number 32, H, carries 0.39; number 33, H, carries 0.36; number 34, H, carries 0.43; number 35, N, carries -0.11; number 36, C, carries -1.22; number 37, H, carries 0.32; number 38, H, carries 0.38; number 39, H, carries 0.45; number 40, H, carries 0.40; number 41, H, carries 0.29; number 42, H, carries 0.43

***

Run x
C18H17Cl2N3O2 | ωB97M-V/def2-TZVPD

Geometry as XYZ:
```
42
Properties=species:S:1:pos:R:3
N -0.36387 -1.57905 2.55493
C 0.63885 -0.99022 2.68506
C 1.84730 -0.28356 2.84928
C 1.84322 1.07497 3.04164
C 0.61902 1.79732 3.13153
N -0.39277 2.37868 3.23522
C 3.08772 1.83573 3.26375
O 3.05658 3.05570 3.43819
C 4.35215 1.04223 3.24729
Cl 5.80101 1.91667 3.42570
C 4.34011 -0.32469 3.18743
Cl 5.77227 -1.23953 3.30531
C 3.07389 -1.09355 3.00042
O 3.02150 -2.32395 2.96871
C -0.96020 -3.17147 -0.46704
C -2.07298 -2.34811 0.18164
C -2.35795 -1.05425 -0.58299
C -1.13343 -0.42028 -1.22862
N -1.35458 0.68889 -1.97240
C -2.65728 1.30473 -2.10250
C -2.45130 2.55625 -2.96404
C -0.97304 2.56238 -3.39473
C -0.31709 1.33762 -2.74122
C 0.12089 -0.96469 -1.04887
C 0.34601 -2.35357 -0.58523
H -0.77642 -4.08967 0.09900
H -1.29040 -3.47694 -1.46727
H -2.98471 -2.95020 0.27870
H -1.76639 -2.09645 1.20391
H -3.11189 -1.26748 -1.35607
H -2.84378 -0.34077 0.10145
H -3.36732 0.61659 -2.58855
H -3.08746 1.54629 -1.11690
H -3.11980 2.54177 -3.83016
H -2.69018 3.44244 -2.36928
H -0.88274 2.50741 -4.48359
H -0.46887 3.47196 -3.06065
H 0.53723 1.61859 -2.10584
H 0.08110 0.66210 -3.51590
H 0.99612 -0.39191 -1.33927
H 0.85332 -2.32793 0.39246
H 1.03617 -2.87005 -1.27049
```

Properties
- Kohn-Sham gap (eV) = 3.56
- charge = 0
- HOMO energy (eV) = -6.91

Mulliken charges, unit e, in atom order: number 1, N, carries -0.47; number 2, C, carries -0.04; number 3, C, carries 0.83; number 4, C, carries 0.62; number 5, C, carries -0.28; number 6, N, carries -0.48; number 7, C, carries 0.38; number 8, O, carries -0.56; number 9, C, carries 0.18; number 10, Cl, carries -0.11; number 11, C, carries 0.22; number 12, Cl, carries -0.11; number 13, C, carries 0.27; number 14, O, carries -0.56; number 15, C, carries -0.98; number 16, C, carries -0.71; number 17, C, carries -0.65; number 18, C, carries 1.02; number 19, N, carries 0.19; number 20, C, carries -0.55; number 21, C, carries -0.56; number 22, C, carries -0.55; number 23, C, carries -0.75; number 24, C, carries -0.91; number 25, C, carries -0.36; number 26, H, carries 0.37; number 27, H, carries 0.37; number 28, H, carries 0.42; number 29, H, carries 0.21; number 30, H, carries 0.39; number 31, H, carries 0.30; number 32, H, carries 0.26; number 33, H, carries 0.26; number 34, H, carries 0.29; number 35, H, carries 0.25; number 36, H, carries 0.29; number 37, H, carries 0.27; number 38, H, carries 0.28; number 39, H, carries 0.32; number 40, H, carries 0.31; number 41, H, carries -0.08; number 42, H, carries 0.41

***

Most stable pick: run w. Distance to second place: 69.7 kcal/mol.

***

Run w
C5H12NO | ωB97M-V/def2-TZVPD

Geometry as XYZ:
```
19
Properties=species:S:1:pos:R:3
C -0.23263 0.56904 -1.86734
C 0.47658 1.41857 -0.84979
C 2.62784 0.57026 -0.05564
N 1.92976 1.25806 -0.88249
H 0.19938 0.45307 -2.87107
H -0.43001 -0.48568 -1.52873
H -1.26502 0.90279 -2.03364
H 0.30016 2.51573 -0.92007
H 0.15554 1.06556 0.16872
H 3.63793 0.33292 -0.34560
H 2.08989 0.21439 0.84213
H 2.29463 1.50307 -1.82263
C -2.32446 -1.10185 2.40876
C -1.54218 -1.89284 1.66511
O -0.35933 -1.44493 1.04236
H -3.16603 -1.56538 2.86864
H -1.97384 -0.11335 2.69420
H -1.90205 -2.88639 1.39527
H -0.51617 -1.31304 0.09181
```

Properties
- Kohn-Sham gap (alpha / beta) (eV) = 6.06 / 10.65
- charge = 0
- multiplicity = 2
- HOMO energy (alpha / beta) (eV) = -5.17 / -9.77

Mulliken charges, unit e, in atom order: number 1, C, carries -0.89; number 2, C, carries -0.27; number 3, C, carries -0.62; number 4, N, carries -0.15; number 5, H, carries 0.33; number 6, H, carries 0.13; number 7, H, carries 0.30; number 8, H, carries 0.30; number 9, H, carries 0.15; number 10, H, carries 0.28; number 11, H, carries 0.24; number 12, H, carries 0.23; number 13, C, carries -0.60; number 14, C, carries -0.09; number 15, O, carries -0.40; number 16, H, carries 0.26; number 17, H, carries 0.26; number 18, H, carries 0.31; number 19, H, carries 0.22

***

Run x
C5H12NO | ωB97M-V/def2-TZVPD

Geometry as XYZ:
```
19
Properties=species:S:1:pos:R:3
C -2.08059 -0.20080 1.43254
C -1.20481 0.30708 0.26856
C 0.25745 -0.14489 0.48158
C 1.11418 0.05738 -0.78519
C 2.64085 0.05719 -0.55628
O 3.08355 0.99138 0.33581
N -1.80709 -0.24466 -0.99251
H -1.78952 0.37785 2.30895
H -3.10682 0.06693 1.18790
H -2.03761 -1.27400 1.58680
H -1.28031 1.38801 0.34360
H 0.68147 0.54722 1.21141
H 0.43032 -1.16452 0.82062
H 0.84184 0.99885 -1.26509
H 1.00190 -0.73080 -1.53914
H 3.01726 -0.91429 -0.21116
H 3.09295 0.18808 -1.55486
H -1.75652 0.53026 -1.65426
H -1.09851 -0.83625 -1.41927
```

Properties
- Kohn-Sham gap (alpha / beta) (eV) = 10.58 / 8.13
- charge = 0
- multiplicity = 2
- HOMO energy (alpha / beta) (eV) = -9.65 / -9.65

Mulliken charges, unit e, in atom order: number 1, C, carries -1.44; number 2, C, carries 0.32; number 3, C, carries -0.71; number 4, C, carries -0.51; number 5, C, carries -0.60; number 6, O, carries -0.35; number 7, N, carries -0.74; number 8, H, carries 0.36; number 9, H, carries 0.38; number 10, H, carries 0.32; number 11, H, carries 0.30; number 12, H, carries 0.36; number 13, H, carries 0.36; number 14, H, carries 0.34; number 15, H, carries 0.33; number 16, H, carries 0.33; number 17, H, carries 0.35; number 18, H, carries 0.31; number 19, H, carries 0.29

***

Most stable pick: run x. Distance to second place: 25.1 kcal/mol.

***

Run w
C3H7N2O2 | ωB97M-V/def2-TZVPD

Geometry as XYZ:
```
14
Properties=species:S:1:pos:R:3
C 0.73398 -0.32421 0.78807
N -0.66138 -0.44941 1.11306
C -1.55419 0.60547 0.74005
O -1.06801 1.75862 0.75913
O -2.69852 0.23591 0.37394
C 1.05446 -0.40254 -0.71900
N 0.21208 0.35033 -1.61753
H 1.29779 -1.12956 1.27992
H 1.03924 0.65349 1.16321
H -1.02642 -1.37073 1.00945
H 2.08356 -0.09405 -0.87040
H 0.98038 -1.44401 -1.00633
H 0.39431 1.34556 -1.53815
H -0.78727 0.26512 -1.47541
```

Properties
- Kohn-Sham gap (eV) = 8.15
- charge = -1
- HOMO energy (eV) = -3.98

Mulliken charges, unit e, in atom order: number 1, C, carries -0.64; number 2, N, carries -0.23; number 3, C, carries 0.47; number 4, O, carries -0.72; number 5, O, carries -0.77; number 6, C, carries -0.57; number 7, N, carries -0.68; number 8, H, carries 0.34; number 9, H, carries 0.33; number 10, H, carries 0.22; number 11, H, carries 0.33; number 12, H, carries 0.32; number 13, H, carries 0.29; number 14, H, carries 0.31

***

Run x
C3H7N2O2 | ωB97M-V/def2-TZVPD

Geometry as XYZ:
```
14
Properties=species:S:1:pos:R:3
N 1.36163 2.35476 1.49045
C 0.79649 1.30217 0.75449
O 1.60255 0.59358 0.10090
O -0.45222 1.17501 0.81150
H 2.34458 2.52471 1.44837
H 0.76852 2.89193 2.08558
C -1.51816 -2.47943 -0.10797
C -0.80383 -1.59239 -0.81184
N -0.86948 -1.42245 -2.18338
H -2.22880 -3.13853 -0.59591
H -1.38253 -2.45968 0.96265
H -0.13534 -0.90272 -0.30752
H -1.70868 -1.66458 -2.66273
H -0.48072 -0.55791 -2.53459
```

Properties
- Kohn-Sham gap (eV) = 8.18
- charge = -1
- HOMO energy (eV) = -3.97

Mulliken charges, unit e, in atom order: number 1, N, carries -0.44; number 2, C, carries 0.70; number 3, O, carries -0.79; number 4, O, carries -0.76; number 5, H, carries 0.17; number 6, H, carries 0.17; number 7, C, carries -0.98; number 8, C, carries 0.27; number 9, N, carries -0.51; number 10, H, carries 0.27; number 11, H, carries 0.29; number 12, H, carries 0.16; number 13, H, carries 0.19; number 14, H, carries 0.26

***

Run y
C3H7N2O2 | ωB97M-V/def2-TZVPD

Geometry as XYZ:
```
14
Properties=species:S:1:pos:R:3
O -0.78871 0.32878 1.85734
C -0.18374 0.23373 0.77959
N 0.44568 -0.87057 0.36094
C 0.48507 -2.73728 -0.49980
O 1.10397 -2.70578 -1.57322
C 0.07339 1.47351 -0.09281
N -0.78608 2.65177 0.21537
H 0.93132 -0.59414 -0.48958
H 1.04020 -3.16890 0.35065
H -0.60373 -2.76524 -0.45799
H 1.10702 1.73254 0.14131
H -0.05764 1.28740 -1.15679
H -1.28110 2.41496 1.07602
H -1.48565 2.71922 -0.51103
```

Properties
- Kohn-Sham gap (eV) = 8.27
- charge = -1
- HOMO energy (eV) = -4.12

Mulliken charges, unit e, in atom order: number 1, O, carries -0.75; number 2, C, carries 0.53; number 3, N, carries -0.60; number 4, C, carries 0.03; number 5, O, carries -0.62; number 6, C, carries -0.46; number 7, N, carries -0.66; number 8, H, carries 0.15; number 9, H, carries 0.19; number 10, H, carries 0.20; number 11, H, carries 0.18; number 12, H, carries 0.30; number 13, H, carries 0.28; number 14, H, carries 0.23

***

Run z
C3H7N2O2 | ωB97M-V/def2-TZVPD

Geometry as XYZ:
```
14
Properties=species:S:1:pos:R:3
C -1.86407 -0.13585 0.19828
C -1.19629 1.18608 -0.10866
C 2.53319 -0.01583 -0.56546
N -1.01665 -1.17993 0.40269
N 2.65224 -0.20209 0.70039
O 1.66307 -0.79761 1.31029
O -3.12888 -0.35734 0.02915
H -1.09508 1.23512 -1.18623
H -0.27636 1.37911 0.48132
H -1.98665 1.85518 0.08572
H 3.47355 0.34883 -1.06009
H 1.63302 -0.24927 -1.11716
H -1.40614 -2.09970 0.33841
H 0.01505 -0.96671 0.49136
```

Properties
- Kohn-Sham gap (eV) = 7.09
- charge = -1
- HOMO energy (eV) = -3.10

Mulliken charges, unit e, in atom order: number 1, C, carries 0.58; number 2, C, carries -0.90; number 3, C, carries -0.61; number 4, N, carries -0.26; number 5, N, carries -0.32; number 6, O, carries -0.61; number 7, O, carries -0.73; number 8, H, carries 0.21; number 9, H, carries 0.31; number 10, H, carries 0.36; number 11, H, carries 0.27; number 12, H, carries 0.33; number 13, H, carries 0.19; number 14, H, carries 0.19

***

Most stable pick: run w. Distance to second place: 9.6 kcal/mol.